(1)
Below is a structure of composition C9H12Cl6F9MgO9S3 in a non-equilibrium geometry, with properties calculated with wB97M-V/def2-TZVPD.

Results
E_LUMO   2.090 eV
E   -165504.9966 eV
Orbital gap   0.3414 hartree
Charge   -1

Geometry (Å):
1 Cl 10.84345 4.42941 33.00173
2 Cl 13.62672 2.27014 33.73019
3 Cl 12.99394 -0.82920 35.21636
4 Cl 14.68825 4.46290 31.50360
5 Cl 10.59470 0.98267 33.46356
6 Cl 10.47200 -0.25447 37.10314
7 S 12.07608 -3.04709 32.37622
8 S 15.81623 -0.79902 32.16660
9 S 12.21521 0.46747 29.89947
10 Mg 12.78026 0.05203 33.06512
11 F 9.67404 -3.15433 33.48213
12 F 10.16071 -4.91863 32.28971
13 F 17.63923 -2.63292 32.65778
14 F 15.97699 -2.68817 34.04083
15 F 9.68979 -3.08832 31.27890
16 F 14.08265 2.09244 28.98914
17 F 17.50120 -1.17607 34.23632
18 F 12.23460 2.16430 27.88756
19 F 12.40355 3.14278 29.79244
20 O 15.50564 -1.71585 31.11542
21 O 14.65048 -0.38366 32.97532
22 O 12.52238 -3.40077 31.05888
23 O 10.76532 0.41413 29.77769
24 O 12.73634 -3.70499 33.49375
25 O 16.71693 0.30582 31.86065
26 O 12.90468 -0.55200 29.15051
27 O 12.63842 0.71843 31.28638
28 O 11.90630 -1.58887 32.65418
29 C 9.40902 3.40004 32.96360
30 C 9.68709 2.04677 32.35295
31 C 15.26793 2.96365 33.71615
32 C 12.76915 2.08175 29.09034
33 C 16.79219 -1.89728 33.35975
34 C 10.28127 -3.58113 32.36668
35 C 15.74290 3.26682 32.28363
36 C 10.83287 -1.88880 36.55985
37 C 12.31261 -2.11592 36.24030
38 H 15.75217 2.34780 31.70228
39 H 9.18710 3.27719 34.03288
40 H 8.74896 1.53966 32.14839
41 H 10.30412 2.15396 31.46426
42 H 15.32224 3.84962 34.33758
43 H 16.73773 3.68632 32.42406
44 H 10.24441 -2.01973 35.65337
45 H 15.95237 2.17196 34.02289
46 H 8.50112 3.94141 32.69883
47 H 10.51168 -2.62076 37.29745
48 H 12.42756 -3.07502 35.73602
49 H 12.92160 -2.16295 37.13991

---

(2)
Below is a cluster of 2 separate species, C9H12ClF10N2O6S2 in total in a non-equilibrium geometry, with properties calculated with wB97M-V/def2-TZVPD.

Results
E_LUMO   2.402 eV
E   -86161.0467 eV
ΔE to the lowest compared entry with this formula, charge and spin   0.000 eV
Orbital gap   0.3093 hartree
Charge   -1

Geometry (Å):
1 Cl -1.54553 -0.11409 -4.27207
2 S 2.44806 0.01413 0.71484
3 S -2.02354 -3.85260 2.93946
4 F 0.95073 0.29588 -4.04907
5 F 0.55916 -4.35267 2.63437
6 F 3.29488 3.94290 0.43345
7 F 3.68286 2.33651 -0.97888
8 F -0.70169 -6.09276 2.44407
9 F 4.63757 2.32565 1.01439
10 F 1.22611 2.35663 0.21140
11 F 0.92439 -1.93289 -0.08948
12 F -0.60910 -4.64642 0.84467
13 F 2.12994 2.19717 2.19914
14 O 2.42147 -0.50276 2.04994
15 O 3.62791 -0.27273 -0.04923
16 O 0.03675 -0.86723 -2.34049
17 O -1.86545 -4.11586 4.35038
18 O -1.74671 -2.48726 2.53167
19 O -3.18594 -4.45040 2.32247
20 N -0.14053 -0.00161 0.65605
21 N -1.31685 0.34763 -0.09728
22 C 0.05878 -0.65193 -3.68082
23 C -0.62538 -4.78120 2.18012
24 C -1.81585 2.57681 -1.69456
25 C -2.30309 2.69651 -0.25576
26 C 2.29406 1.87675 0.90533
27 C 3.52890 2.61427 0.32098
28 C 0.97273 -0.13775 -1.56625
29 C -2.01792 1.44948 0.61214
30 C 0.89204 -0.57549 -0.11668
31 H -0.37838 -0.65848 1.40265
32 H -2.20976 3.40337 -2.28055
33 H -1.83737 3.58109 0.16222
34 H 0.29554 -1.57439 -4.19518
35 H 1.97506 -0.39730 -1.89882
36 H 0.88355 0.94063 -1.63958
37 H -0.73430 2.62835 -1.73923
38 H -2.92838 1.06683 1.05667
39 H -3.37808 2.84194 -0.28081
40 H -2.16541 1.66971 -2.16497
41 H -1.93602 -0.45157 -0.02394
42 H -1.37522 1.75513 1.42725

---

(3)
Below is an isolated molecule of C9H12ClNO in a non-equilibrium geometry, with properties calculated with wB97M-V/def2-TZVPD.

Results
E_LUMO   0.781 eV
E   -25586.3476 eV
SMILES   CCO[C@@](N)(Cl)c1ccccc1
ΔE to the lowest compared entry with this formula, charge and spin   0.225 eV
Orbital gap   0.3686 hartree

Geometry (Å):
1 Cl 0.63407 -2.69578 0.36759
2 O 1.33281 -0.12245 0.48744
3 N 0.75818 -1.00530 -1.65208
4 C -3.29322 -0.32280 -0.55522
5 C -3.77498 -0.91091 0.60423
6 C -2.86327 -1.05464 1.65606
7 C 2.72782 -0.40926 0.47138
8 C -1.96031 -0.25878 -0.82316
9 C 3.32101 0.55289 -0.56828
10 C -1.03262 -0.63389 0.16558
11 C 0.45094 -0.90623 -0.22813
12 C -1.47086 -0.78003 1.43886
13 H 2.93326 -1.41758 0.20097
14 H 2.74968 1.54009 -0.48134
15 H 3.13768 -0.21111 1.43163
16 H 3.05302 0.33194 -1.62997
17 H -4.76651 -1.05557 0.79739
18 H -0.74002 -0.99462 2.20770
19 H -3.17557 -1.56880 2.59780
20 H 1.72602 -1.02691 -1.66280
21 H -1.71136 0.02910 -1.77018
22 H -4.07956 -0.04552 -1.35157
23 H 4.45847 0.62498 -0.49571
24 H 0.55733 -1.90245 -1.97446

---

(4)
Below is an isolated molecule of C9H12F2N2 in a non-equilibrium geometry, with properties calculated with wB97M-V/def2-TZVPD.

Results
E_LUMO   0.586 eV
E   -17936.3865 eV
SMILES   CC(C)(C)[C@H](F)C1=NN1C=C=CF
ΔE to the lowest compared entry with this formula, charge and spin   0.945 eV
Orbital gap   0.3713 hartree

Geometry (Å):
1 F 0.00202 -1.79280 -0.87424
2 F -1.76757 -1.29467 2.51262
3 N 1.65585 0.46783 1.44040
4 N 2.25110 -0.94497 1.52519
5 C 1.39709 -0.38029 0.55697
6 C 0.36457 -2.05803 2.18035
7 C 0.66226 1.99482 -0.94288
8 C -1.36587 0.89698 0.20358
9 C 1.63040 -1.81278 2.43000
10 C 0.72009 -0.54960 -0.72576
11 C -0.88249 -2.07504 1.82010
12 C -0.24035 0.75956 -0.95768
13 C -0.90547 0.62576 -2.29136
14 H 1.48715 -0.65206 -1.54039
15 H 1.62159 2.09009 -1.53580
16 H -1.00542 1.57289 -2.83543
17 H -1.41366 -2.64128 1.04314
18 H -1.96885 0.26543 -2.07054
19 H -0.43925 -0.03116 -3.07954
20 H -1.73289 -0.15081 0.36674
21 H 2.09231 -2.30446 3.20236
22 H -0.01318 2.85875 -1.31903
23 H -0.85070 1.20808 1.08559
24 H 0.71222 2.31205 0.07743
25 H -2.01097 1.63568 -0.27183

---

Repeat the second record exactly.
Below is a cluster of 2 separate species, C9H12ClF10N2O6S2 in total in a non-equilibrium geometry, with properties calculated with wB97M-V/def2-TZVPD.

Results
E_LUMO   2.402 eV
E   -86161.0467 eV
ΔE to the lowest compared entry with this formula, charge and spin   0.000 eV
Orbital gap   0.3093 hartree
Charge   -1

Geometry (Å):
1 Cl -1.54553 -0.11409 -4.27207
2 S 2.44806 0.01413 0.71484
3 S -2.02354 -3.85260 2.93946
4 F 0.95073 0.29588 -4.04907
5 F 0.55916 -4.35267 2.63437
6 F 3.29488 3.94290 0.43345
7 F 3.68286 2.33651 -0.97888
8 F -0.70169 -6.09276 2.44407
9 F 4.63757 2.32565 1.01439
10 F 1.22611 2.35663 0.21140
11 F 0.92439 -1.93289 -0.08948
12 F -0.60910 -4.64642 0.84467
13 F 2.12994 2.19717 2.19914
14 O 2.42147 -0.50276 2.04994
15 O 3.62791 -0.27273 -0.04923
16 O 0.03675 -0.86723 -2.34049
17 O -1.86545 -4.11586 4.35038
18 O -1.74671 -2.48726 2.53167
19 O -3.18594 -4.45040 2.32247
20 N -0.14053 -0.00161 0.65605
21 N -1.31685 0.34763 -0.09728
22 C 0.05878 -0.65193 -3.68082
23 C -0.62538 -4.78120 2.18012
24 C -1.81585 2.57681 -1.69456
25 C -2.30309 2.69651 -0.25576
26 C 2.29406 1.87675 0.90533
27 C 3.52890 2.61427 0.32098
28 C 0.97273 -0.13775 -1.56625
29 C -2.01792 1.44948 0.61214
30 C 0.89204 -0.57549 -0.11668
31 H -0.37838 -0.65848 1.40265
32 H -2.20976 3.40337 -2.28055
33 H -1.83737 3.58109 0.16222
34 H 0.29554 -1.57439 -4.19518
35 H 1.97506 -0.39730 -1.89882
36 H 0.88355 0.94063 -1.63958
37 H -0.73430 2.62835 -1.73923
38 H -2.92838 1.06683 1.05667
39 H -3.37808 2.84194 -0.28081
40 H -2.16541 1.66971 -2.16497
41 H -1.93602 -0.45157 -0.02394
42 H -1.37522 1.75513 1.42725